[1]
The following is a quantum chemistry calculation of a molecular structure, C18H36F6O18PV, from the Open Molecules 2025 dataset.

* orbital gap (spin up / spin down): 9.35 / 2.99 eV
* ⟨S²⟩: 6.014
* charge: +2
* HOMO (spin up / spin down): -14.02 / -15.80 eV
* multiplicity: 5

Atoms and positions in Å:
C 2.8703 1.6183 -2.8994
O -2.9575 -1.8317 -2.2683
H -1.4425 4.7283 -3.6389
H 0.1240 -3.7170 -0.2634
F -2.7488 1.8424 3.4076
H -3.9804 -3.4939 -3.0960
H 2.3853 -4.1310 2.7118
C 1.3324 -1.0423 3.4437
F -1.2605 2.2255 0.5660
H 4.7724 2.8395 2.7249
C 2.3216 2.2430 1.4146
H 3.5429 -4.5377 -2.0585
C -4.0978 -2.4336 -2.8724
H 4.8510 1.2544 3.2901
F -2.4954 3.6722 1.9791
H 2.4904 -2.6774 1.6530
O 0.3831 1.1752 -1.7013
O 1.3632 1.7646 0.8473
H 2.5917 0.6193 -3.2348
H -0.5590 0.4803 4.5262
C 1.9021 -3.2034 2.4049
H -4.9631 1.6838 -2.6030
H 3.5917 2.3472 3.9710
O 2.6835 3.5417 1.4314
H -3.0124 -0.9289 2.9357
H 3.8064 -2.9980 -2.9880
P -2.0040 2.1175 1.9803
H 0.9886 1.4855 4.4520
O 1.8486 -2.3003 3.5529
H 0.9277 -3.4134 1.9636
C 1.8179 4.5903 1.0529
O 3.1634 -2.6242 -1.0294
H -4.6155 -1.7042 2.6027
O 1.7432 2.4732 -3.0725
F -1.3763 0.6349 2.0155
C -3.6225 -1.4748 2.2161
H 1.6560 4.4409 -0.0146
C 1.9403 -2.0305 -1.3117
O 3.2103 1.5186 2.1635
C 4.1230 2.0356 3.0717
F -3.3587 1.6664 1.1365
O -1.8967 -0.1216 -1.0937
O 1.7044 -2.1308 -2.6696
H 0.3773 0.8096 5.9346
H 3.7681 2.0530 -3.3388
H -4.2044 -1.9103 -3.8226
V -0.0622 0.1348 0.2841
H -3.8614 -0.8259 1.3735
O -1.0675 -1.7819 0.7151
H -0.4665 -5.3708 0.0357
C 0.5641 2.1831 -2.4071
C 3.7609 -3.4710 -2.0070
C -0.5497 4.1037 -3.6110
F -0.5794 2.4011 2.7076
H 0.7645 4.4688 1.3055
O -0.4534 3.0420 -2.6454
O 1.1529 -0.5541 4.7192
C -0.7621 -4.3488 -0.2017
C -4.2512 1.4484 -1.8119
H 2.1417 5.5547 1.4445
H -1.0711 -4.3383 -1.2470
C -2.8474 -0.5152 -1.8064
H 0.0721 -2.5514 -3.8099
H -0.2498 -1.4509 -2.4456
O -3.0280 -2.6562 1.6095
H 4.8129 -3.5818 -1.7444
C -1.8544 -2.6843 0.9578
H -5.0460 -2.2380 -2.3716
H -0.5154 3.6324 -4.5932
H -4.7014 1.6652 -0.8432
H 0.3543 4.7118 -3.6459
O -3.9937 0.0992 -2.1435
H 3.1384 1.5715 -1.8439
C 0.4675 0.6217 4.8647
O -1.7780 -3.9345 0.6825
O 1.0216 -0.4719 2.3932
C 0.4633 -1.7187 -3.2253
H 0.7127 -0.8783 -3.8729
H -3.2982 1.9774 -1.7956
O 1.3249 -1.4003 -0.4932

Results of the Löwdin charge analysis, in e, for atoms 1 through 6:
1. C -0.01
2. O -0.01
3. H 0.11
4. H 0.08
5. F -0.13
6. H 0.11

***

[2]
The following is a quantum chemistry calculation of 2 unconnected molecules or ions with the total composition CH5N2S, from the Open Molecules 2025 dataset.

* orbital gap (spin up / spin down): 7.72 / 10.13 eV
* relative energy (zero: lowest compared OMol25 entry of this formula, charge and spin): 4.003 eV
* charge: +1
* HOMO (spin up / spin down): -14.44 / -14.55 eV

Atoms and positions in Å:
N -1.3473 0.9286 0.5863
H -2.1706 0.9523 1.2237
H 3.1129 -2.5801 0.1543
H -0.9974 1.8673 0.3865
N 0.5538 0.0930 -0.4762
H 1.0245 1.0249 -0.5076
C -0.6680 -0.0433 0.0450
S 1.3551 -1.1839 -1.3244
H -0.8628 -1.0589 -0.0876

Results of the Löwdin charge analysis, in e, for atoms 1 through 6:
1. N 0.21
2. H 0.18
3. H 0.12
4. H 0.15
5. N -0.40
6. H 0.13

***

[3]
The following is a quantum chemistry calculation of a molecular structure, C28H35MnO2PSb, from the Open Molecules 2025 dataset.

* orbital gap (spin up / spin down): 8.38 / 7.99 eV
* ⟨S²⟩: 0.822
* relative energy (zero: lowest compared OMol25 entry of this formula, charge and spin): 0.000 eV
* charge: +1
* HOMO (spin up / spin down): -11.11 / -10.67 eV
* multiplicity: 2

Atoms and positions in Å:
H 2.8652 3.7170 -0.0265
C -4.2823 1.0061 0.7032
C -2.0479 -0.6566 0.5755
C 0.2990 -1.6060 2.9618
O 0.7045 0.8294 2.8577
Mn 0.5988 0.3411 0.6254
H -1.0840 -5.5944 -3.5318
H -4.3250 0.5251 2.7927
H 4.7690 -0.1323 -1.0364
C -0.6556 -3.7345 2.3559
H 2.5189 6.1561 -0.5496
C 1.8626 4.1449 -0.0887
C 0.5981 -0.2872 2.3765
H 2.3515 2.1966 -2.7777
C -2.1099 -4.3724 -2.1011
H 0.2757 -3.6707 5.6218
H 1.5503 4.3600 0.9342
C 0.5703 1.1879 -3.5052
C 0.2626 -4.2795 -2.5068
H 0.8502 5.8438 -0.9979
H 3.1024 0.9701 2.2210
C 3.4757 0.2776 1.4724
H 1.3550 -2.8427 -1.3424
C -0.9859 -4.8214 -2.7812
C 2.4031 -0.0463 0.4803
C -2.5108 0.0029 -0.5708
H 4.3693 0.6958 1.0052
C -3.8180 0.3763 1.8489
C -0.2747 -2.4493 2.0056
H -0.5109 1.3391 -3.5478
C -0.4392 -4.1610 3.6615
C -1.2255 3.6524 -1.1011
H 0.9189 1.0654 -4.5314
H -5.1538 1.6454 0.7544
H 0.9181 -1.3435 5.0009
H -2.7993 4.5806 0.0720
H 0.7540 0.2493 -2.9762
C 1.8453 5.3993 -0.9537
H 2.1639 5.1912 -1.9761
H -3.9938 1.3039 -1.4037
H 3.7752 -0.6463 1.9808
C -1.8593 4.0495 0.2281
P -0.4913 -1.5868 0.4124
H -0.7184 -5.1676 3.9440
C -0.7383 -2.8368 -0.8588
C 1.2724 2.3562 -2.8187
H -1.0029 4.5200 -1.7231
H 4.1540 -1.6281 -1.7698
H -2.3633 -0.9516 2.6854
H -2.0736 3.1730 0.8439
C -3.6295 0.8172 -0.5082
H -2.8676 -3.0297 -0.6103
C 0.1231 -3.3143 4.6120
H -2.0035 -0.1478 -1.5184
H -1.2054 4.7071 0.8043
C 4.1664 -1.0238 -0.8683
C 0.3869 -3.2844 -1.5501
C -1.9897 -3.3817 -1.1386
C -2.7079 -0.4540 1.7874
H -1.1063 -4.3964 1.6267
H -1.8868 2.9994 -1.6728
O 2.7923 -0.6685 -0.6249
H 4.5736 -1.6011 -0.0405
C 0.4875 -2.0186 4.2730
Sb 0.5955 2.5823 -0.8077
H 1.0978 3.2954 -3.3442
H 1.1348 -4.6281 -3.0434
H -3.0815 -4.7941 -2.3212

Results of the Löwdin charge analysis, in e, for atoms 1 through 6:
1. H 0.05
2. C -0.07
3. C -0.35
4. C -0.21
5. O 0.05
6. Mn 0.18